DFT (ωB97M-V/def2-TZVPD) results for a molecular structure, C10H17BeCl2F6N4O7S2.

**Highest occupied orbital energy**: -13.119 eV
**Maximum force**: 2.42 eV/A
**ΔE to the lowest compared entry with this formula, charge and spin**: 115.2 kJ/mol

ORCA input file:
```
! wB97M-V def2-TZVPD RIJCOSX def2/J DEFGRID3
* xyz 1 1
Be 1.29 0.16 -0.14
F -0.18 -2.26 3.67
C -0.92 -1.87 2.64
F -1.52 -0.73 2.93
F -1.84 -2.80 2.42
S 0.18 -1.69 1.11
O 0.00 -0.30 0.74
O -0.25 -2.70 0.19
N 1.65 -1.94 1.57
S 2.28 -0.57 2.05
O 1.58 0.05 3.11
O 2.59 0.26 0.90
C 3.94 -1.21 2.65
F 4.58 -1.71 1.60
F 4.69 -0.29 3.22
F 3.74 -2.19 3.52
Cl -1.86 1.91 0.20
C -3.15 0.71 0.09
Cl -2.55 -0.79 -0.64
H -3.96 1.10 -0.54
H -3.50 0.48 1.10
C 3.55 3.27 -2.78
N 2.88 2.38 -1.85
C 1.56 2.33 -1.68
N 0.77 3.17 -2.33
O 1.05 1.50 -0.87
H 4.61 3.04 -2.77
H 3.41 4.31 -2.49
H 3.17 3.12 -3.79
H 3.41 1.71 -1.32
H 1.12 3.84 -2.99
H -0.23 3.09 -2.19
O 1.77 -0.33 -3.21
C 1.66 -1.22 -2.40
O 1.55 -1.09 -1.12
C 1.67 -2.70 -2.85
N 1.53 -3.63 -1.71
C 0.91 -4.89 -2.21
C 0.65 -4.64 -3.70
C 0.52 -3.12 -3.76
H 2.62 -2.88 -3.37
H 0.91 -3.18 -1.00
H 2.43 -3.79 -1.23
H -0.02 -5.06 -1.67
H 1.57 -5.75 -2.05
H -0.24 -5.15 -4.06
H 1.49 -4.97 -4.30
H -0.43 -2.79 -3.34
H 0.63 -2.72 -4.76
*
```